# 1
116
Properties=species:S:1:pos:R:3:forces:R:3:lowdin_spin:R:1 method="wB97M-V/def2-TZVPD" gap_ev="6.5 / 5.3" total_charge=+2 spin_multiplicity=2
H 4.142 -1.270 -0.597 0.0893 -0.3347 -0.0646 0.00
H -0.911 -3.250 -5.253 0.2856 0.0472 0.5499 0.00
H 1.857 2.008 -7.574 -0.0488 -0.2583 0.0978 0.00
C -2.096 0.774 5.286 0.0235 0.4743 -0.0646 0.00
H 5.551 -0.412 -4.172 0.1984 -1.1375 0.7505 0.00
N 1.316 2.240 -0.209 0.5086 -0.8598 0.0368 0.00
C -2.043 0.460 3.937 -0.4996 -1.3219 0.5224 0.02
H 3.571 1.475 -7.252 -1.1320 0.7090 0.3902 0.00
H -5.818 1.545 2.386 0.0567 0.0976 0.1585 0.00
C 0.387 -3.322 -3.484 -0.6122 -0.1063 -0.6957 0.00
H -0.785 0.785 2.179 -0.2199 -0.2926 -0.4834 0.01
C 2.195 -2.495 2.156 0.2264 -0.8024 -1.0149 0.00
H -4.034 -1.667 6.563 -0.0948 0.1617 -0.1239 0.00
H -0.879 -0.820 -5.425 0.3885 -0.1297 0.5559 0.00
H -0.466 1.842 3.462 0.2142 0.2624 0.5510 0.00
H -3.741 -4.046 0.330 -0.1133 0.1672 -0.7036 0.00
H -1.567 1.674 5.563 0.0833 0.1072 0.4186 0.00
Ta 1.162 0.006 -0.845 0.9698 1.1179 0.4927 0.00
C 3.433 4.850 1.019 -0.4969 -1.7894 -0.2476 0.00
C -4.556 -1.312 1.008 -0.5413 -0.0477 0.7022 0.06
H -9.303 -0.863 0.316 -0.2479 0.2240 0.0513 0.00
H -3.733 0.286 8.173 0.2095 0.0808 0.0741 0.00
C -0.370 -2.682 -4.484 0.6849 -0.7160 -0.0959 0.00
H 2.742 -1.919 2.848 0.8225 0.8211 0.9098 0.00
C 4.258 -0.402 0.022 0.0233 0.4351 0.0498 0.00
H -2.641 1.609 7.651 0.0467 0.1320 0.3220 0.00
H 3.797 -2.584 -3.774 -0.1625 0.3027 -0.5135 0.00
H 4.005 -5.661 -3.191 -0.1697 0.1747 0.2750 0.00
C 0.996 -1.715 1.751 -1.2139 -0.2986 0.4064 0.00
H 2.506 -2.624 -0.907 -0.3987 -0.0321 0.0379 0.00
C 1.260 4.322 1.998 0.4586 -1.0663 -1.3195 0.00
H 6.182 -0.942 0.832 -0.4855 0.3295 -0.0859 0.00
C 1.131 -2.592 -2.546 -0.4489 -1.9848 -0.5770 0.00
C 5.668 0.307 -4.936 -0.0470 1.6845 0.1492 0.00
H 1.724 3.178 -4.288 0.1105 -0.1368 0.3735 0.00
H -4.627 -3.212 5.015 -0.1346 -0.2642 0.0024 0.00
H 5.095 -3.612 -3.127 0.0002 -0.1020 -0.2377 0.00
C 2.410 6.315 2.613 0.8164 0.5126 -1.2236 0.00
N 0.364 3.157 -0.436 -1.0770 -0.1298 -0.9843 0.00
H -5.291 -2.358 3.582 0.9260 -0.3537 0.6114 0.00
H -4.473 -3.867 -1.319 -0.0171 -0.0269 0.3217 0.00
O 0.005 -1.608 2.466 0.7236 -0.1277 0.0528 0.01
H 0.106 0.476 -3.588 0.0705 0.5866 0.1137 0.00
N 1.022 -1.116 0.529 0.1003 0.1588 -0.4739 0.00
C 5.369 -0.204 0.822 0.5185 -0.1247 0.5035 0.00
H 6.287 1.032 2.317 -0.1431 0.1373 -0.0069 0.00
H 5.785 -0.124 -5.903 -0.1347 -0.5020 -0.7223 0.00
H -8.669 -0.842 -1.352 0.0471 -0.0547 0.4344 0.00
H 2.898 3.022 -6.581 0.0325 -0.2898 0.1871 0.00
H -8.972 -2.314 -0.532 -0.8257 -2.3852 -0.3635 0.00
H 6.554 0.922 -4.751 -0.2176 -0.1097 0.1262 0.00
H -1.668 4.422 -1.277 0.1503 -0.7561 0.1878 0.00
H 4.545 -2.281 -2.191 -0.1187 0.2925 -0.0330 0.00
H -4.129 1.324 1.941 -0.0778 -0.1240 -0.2243 0.00
C -4.013 -3.334 -0.482 -0.1874 -0.3893 0.7742 0.01
H -2.632 2.984 -1.465 -0.1904 0.0809 -0.1342 0.00
H 0.387 3.654 2.052 0.5072 0.4675 0.0515 0.00
C -8.636 -1.357 -0.375 1.1234 2.2156 0.1748 0.01
H -1.969 2.139 2.567 0.8788 -1.0380 0.1893 0.00
C -5.002 0.825 2.369 -0.3907 -0.2876 0.1409 0.01
H -4.709 0.568 3.392 -0.4403 0.1054 -0.2035 0.00
C -1.275 1.328 2.971 -1.2193 0.8653 -0.0625 0.02
C 3.370 1.632 0.694 0.3608 -0.3789 0.0921 0.00
C -7.236 -1.366 0.176 1.1010 -0.1239 -0.1915 0.06
C 4.199 -3.045 -2.885 0.0591 -0.2451 0.8779 0.00
N 3.271 -3.938 -2.214 0.3605 -0.4340 -0.3206 0.00
H 4.502 2.724 2.230 -0.5326 -0.0548 -0.1900 0.00
H -3.835 -3.346 3.453 0.4613 -0.5641 -0.4330 0.01
N 3.271 0.495 -0.067 -0.1134 0.9184 0.6143 0.00
C -6.798 -0.410 1.125 0.1309 -0.7332 -0.3677 0.00
C -3.540 -1.497 4.511 1.1205 1.3926 -1.1976 0.02
C -2.785 -0.693 3.602 0.2176 -0.4280 -0.2809 0.04
C -2.799 0.538 7.666 0.1368 -0.9227 -0.5988 0.00
H 0.433 5.865 3.227 0.1762 -0.2289 0.0082 0.00
O 4.524 1.185 -4.880 -0.4522 -0.1798 -0.1809 0.00
C -2.818 0.047 6.236 0.2666 0.9351 -0.4070 0.02
C 0.224 -0.587 -3.563 0.2869 -0.5150 -0.0368 0.00
H -1.953 0.023 8.148 -0.3280 0.3667 0.2282 0.00
S -1.104 0.913 -0.813 -0.2179 -0.7655 -0.1157 0.02
C 0.957 -1.229 -2.532 0.0733 1.5209 0.0159 0.00
H -6.582 -2.989 -1.139 0.0394 0.2546 0.4937 0.00
H 4.247 6.721 1.554 0.0965 -0.0563 0.2706 0.00
C -6.281 -2.292 -0.344 -0.6139 0.5143 0.3890 -0.01
C 5.432 0.917 1.661 0.0280 -1.0647 -0.6666 0.00
N -1.770 3.408 -1.184 0.1033 0.2348 -0.1519 0.00
H 1.972 -3.427 2.648 -0.5625 -0.2161 0.2896 0.00
C 2.354 3.955 1.162 -0.5584 0.3527 0.9113 0.00
H -7.499 0.336 1.501 0.1373 -0.1963 -0.1071 0.00
C -3.524 -1.065 5.811 -0.1501 -0.4460 1.2582 0.00
C 1.293 5.527 2.650 -0.8552 -0.0354 0.9907 0.00
C -4.346 -2.681 4.115 -1.4941 0.7253 -0.2158 0.01
C -0.743 2.598 -0.856 -0.2131 1.8251 0.4048 0.00
H 2.156 3.534 -2.606 0.1899 -0.1463 0.1231 0.00
P 3.038 0.557 -4.539 1.0148 0.9848 1.0012 0.00
C 2.309 2.621 0.517 0.1742 0.5241 0.1057 0.00
C 2.650 1.984 -6.830 1.2720 -0.4120 -0.4192 0.00
H 3.413 3.443 -3.908 -0.0552 -0.2215 0.4322 0.00
H 4.262 4.563 0.389 0.0754 0.1500 -0.2261 0.00
C -4.965 -2.310 0.103 -0.3085 0.2512 -0.9573 0.04
C 2.484 3.017 -3.504 -0.1865 -0.1859 -0.8423 0.00
C 4.402 1.836 1.613 0.2728 0.0532 -0.4256 0.00
H 2.440 7.248 3.133 -0.0293 0.3697 0.3410 0.00
C 2.088 -3.342 -1.625 0.3472 0.1486 0.5279 0.00
H 2.360 -5.774 -2.538 -0.2384 -0.4203 0.2877 0.00
H 2.669 -4.899 -4.013 -0.1668 0.1333 -0.3671 0.00
O 2.181 1.248 -5.686 -0.5451 0.2805 -0.6791 0.00
H 0.347 -4.411 -3.483 0.2794 0.2328 0.1925 0.00
H 1.574 -4.131 -1.031 0.1425 0.4736 -0.4737 0.00
C -0.345 -1.305 -4.593 -0.8416 0.3443 -0.1954 0.00
H -3.091 -2.912 -0.866 0.2117 0.2703 0.0020 0.00
H 2.840 -2.760 1.316 -0.0471 0.2770 -0.0383 0.00
Te -2.609 -1.355 1.637 0.2412 -0.2752 -0.2961 0.56
C 3.064 -5.121 -3.023 0.1499 -0.0400 -0.2025 0.00
O 2.614 1.594 -3.237 -0.0856 -0.2541 -0.3367 0.00
C -5.467 -0.374 1.549 -0.0033 0.6475 -0.6134 0.04
C 3.452 6.009 1.731 -0.1157 0.9911 0.5894 0.00

=====

# 2
114
Properties=species:S:1:pos:R:3:forces:R:3:lowdin_charge:R:1 method="wB97M-V/def2-TZVPD" smiles="CNC(C)=O.CNC(C)=O.c1ccncc1.c1ccncc1.c1ccncc1.c1ccncc1.c1ccncc1.c1ccncc1.c1ccncc1.C1CCOC1" gap_ev=9.7 total_charge=0
N -4.111 6.903 5.146 -0.9840 -0.6216 0.2409 0.05
H -2.642 7.272 3.738 -0.1301 0.1380 -0.2570 0.10
N 5.778 -0.919 3.947 -1.4866 -0.6198 2.3823 -0.01
H -0.596 -8.276 6.742 -0.4765 -0.2777 -1.2806 0.08
H 6.943 -1.883 1.026 -0.3172 0.3013 -0.0265 0.08
H -1.097 -7.142 7.738 0.0086 0.8717 0.4337 0.07
H 5.264 0.940 4.865 0.2217 0.0174 -0.2333 0.09
H -6.202 5.358 -5.013 -0.2084 0.2180 -0.0295 0.09
H -6.285 -2.838 -0.897 -0.1787 -0.2698 0.2400 0.10
H 5.328 -2.234 1.762 0.1493 0.0159 0.0516 0.08
H 9.251 5.501 -3.052 -0.1853 1.3768 -0.2855 0.10
C -7.734 -2.029 -2.288 -0.8392 -0.0366 2.1558 -0.08
H 4.940 -8.193 -5.340 0.0536 0.0184 0.0066 0.09
H 5.485 -0.411 5.960 -0.5804 -0.2903 -0.2140 0.08
H 5.350 -9.727 -3.434 0.1372 -0.0857 0.3862 0.10
H -1.179 -0.334 -0.017 -0.4136 -0.3676 -0.3389 0.11
H -4.009 4.721 -4.577 0.7163 -0.1020 0.0226 0.10
C -0.886 -7.228 6.671 0.9679 -0.1564 1.8045 -0.08
H -6.634 7.574 -6.391 -0.3389 -0.4575 0.1067 0.09
C -3.019 6.375 -5.653 -2.1776 0.5008 -1.0835 -0.05
H 3.639 -6.098 -4.947 -0.4332 0.1568 0.0924 0.09
C 0.479 1.205 -2.182 -0.3861 -1.5090 0.7603 -0.18
H 0.523 2.959 7.166 0.0754 -0.0411 -0.0392 0.10
H -2.047 5.932 -5.496 0.3712 0.7461 -0.2566 0.09
H -8.876 1.102 -1.978 -0.1500 0.2583 0.4138 0.09
C -6.994 -2.049 -1.097 0.1005 1.9642 0.1955 -0.15
H -7.953 0.863 0.298 0.8109 -0.1445 0.4950 0.10
H -7.950 -3.006 -2.694 0.3511 0.1841 -0.9554 0.10
C -3.373 6.548 4.065 -0.7888 -0.6160 1.4560 -0.15
C -3.483 5.281 3.521 -0.8090 -1.8829 0.7955 -0.06
H -0.759 -3.371 5.336 0.7572 -0.2574 0.0254 0.09
C 0.486 2.925 11.016 -0.7171 0.4112 0.7894 -0.10
N -4.666 7.987 -6.659 0.4026 -2.9536 1.0751 0.04
C -5.009 6.019 5.699 2.1021 1.4729 -1.3321 -0.12
C -4.090 5.621 -5.168 -0.5986 0.3805 0.1603 -0.11
H 1.225 -6.844 6.379 -0.2548 -0.0073 -0.1492 0.14
H 3.214 -6.901 -0.929 -0.3350 -0.3273 0.2510 0.10
H 9.249 3.210 -3.016 0.2935 0.1458 -0.1714 0.10
C 4.353 -8.398 -1.978 -0.5719 -0.2907 -0.7620 -0.07
C 6.613 -0.887 2.946 1.4421 2.4097 -2.1893 -0.54
H 2.268 -0.102 -1.952 -0.7501 -0.5663 -0.1909 0.11
H 5.734 3.162 -5.388 -0.5907 0.0577 0.3468 0.09
C 5.848 0.036 5.035 -0.0786 -0.2045 1.1323 -0.07
C -0.599 2.381 10.369 1.0072 -1.2848 -2.1078 -0.07
H 0.695 1.205 -3.251 -0.3546 0.3604 0.0050 0.12
C -7.735 0.088 -0.422 -0.0901 -2.2013 -1.9240 -0.13
C 0.930 0.070 -0.149 0.1040 -0.9563 -0.0225 -0.16
C -5.073 4.723 5.240 -0.6346 -0.2000 1.5063 -0.12
C -2.017 -3.093 -7.339 0.4622 -0.6597 -0.2651 -0.16
C 3.510 -7.289 -1.892 1.1645 0.3837 -0.0830 -0.18
C -8.491 -0.881 -2.532 1.5271 -0.7800 -0.1409 -0.08
H -1.839 -6.951 6.221 0.5063 -0.4147 -0.7353 0.08
H 5.629 5.669 -5.250 0.1322 0.3101 -0.1663 0.10
C -0.550 2.300 8.947 -1.0205 0.6860 0.8356 -0.07
H -3.418 -3.953 -10.730 -0.2893 0.5889 -0.2765 0.11
C 4.578 -7.959 -4.350 -1.8341 0.9660 1.6757 -0.06
C 6.386 -2.051 1.948 1.4363 0.6348 0.3093 0.00
H -1.201 -4.722 4.326 -0.6207 -0.0066 0.0846 0.10
C 0.279 -5.278 5.595 2.4315 -0.2811 0.5677 -0.58
H 2.382 1.361 -1.182 -0.0772 0.2991 0.3906 0.11
H -1.671 -4.622 6.098 -0.3943 -0.2456 -0.3942 0.08
H -5.680 3.978 5.731 -0.3421 0.1226 0.0852 0.10
C -5.661 7.153 -6.182 1.6214 0.6324 0.7089 -0.12
H -1.306 1.759 10.897 -0.3208 0.3508 0.1164 0.10
O 7.369 0.114 2.848 -0.6579 -2.4508 -0.6542 0.00
H 6.862 0.276 5.354 0.1559 0.2129 -0.8344 0.09
H -0.938 -1.482 -8.280 -0.1656 0.1414 0.0747 0.10
C 6.399 3.709 -4.736 1.1191 0.6119 -1.3015 -0.06
C 1.473 3.578 10.296 -0.6314 -1.6419 -1.5770 -0.14
C -1.672 -2.267 -8.392 -1.4307 0.0000 -0.7791 -0.06
H -1.538 -2.858 -6.399 -0.3161 -0.3661 0.4775 0.10
N 7.418 5.816 -4.187 1.1147 -0.2142 0.0495 0.05
N -2.750 -4.223 -7.467 0.4040 0.6492 -1.7551 0.06
H -0.252 -1.503 -1.115 -0.2804 -0.3289 0.6318 0.12
C 1.637 0.597 -1.403 0.9227 1.4556 0.8593 -0.17
C 4.797 -8.819 -3.246 -0.1492 1.3561 -0.3465 -0.08
H 0.779 0.836 0.612 -0.3487 0.4239 -0.3937 0.11
H -2.988 4.893 2.643 0.3466 0.5321 -0.1160 0.09
C -5.414 5.998 -5.381 0.1678 1.5375 -1.6606 -0.08
H 5.188 -1.733 4.048 0.0239 0.2277 0.1444 0.14
H 0.489 2.840 12.093 0.3212 0.2862 0.1676 0.10
H -3.670 -5.434 -8.816 0.0049 -0.1035 -0.4444 0.10
H 2.342 3.961 10.811 0.1151 0.3764 -0.3021 0.10
H -8.994 -0.886 -3.488 -0.5046 0.5883 0.1455 0.10
N 0.298 -6.457 6.272 -2.4689 -0.1971 0.1634 0.02
H 4.550 -8.902 -1.044 0.2052 -0.3982 -0.1901 0.09
H 6.879 -2.923 2.378 -0.3322 -0.2671 0.1297 0.08
C -3.397 7.531 -6.440 -0.2651 -0.4272 0.9194 -0.14
H -2.651 8.178 -6.877 0.3108 -0.0805 0.0395 0.09
H 1.437 -0.699 0.434 0.3325 -0.2342 -0.4126 0.10
H 7.567 1.944 -4.109 -0.5942 -0.1948 -0.3028 0.10
H 0.019 2.106 -1.777 1.1334 0.8021 -0.3065 0.12
O -0.575 0.282 -1.907 -1.6080 -0.1042 -1.5613 -0.17
C 7.459 3.017 -4.166 -0.0449 0.1993 0.1934 -0.09
O 1.370 -4.919 5.201 0.9711 1.0270 -0.7692 0.02
C 0.465 2.932 8.244 0.4673 0.0525 2.3685 -0.14
N 3.220 -6.482 -2.897 0.5650 -0.1817 -2.5873 0.04
N 1.458 3.509 8.948 0.6750 1.0117 -0.1079 0.04
C -3.152 -4.488 -8.756 -0.4577 0.2741 3.3267 -0.13
C -0.392 -0.484 -0.756 1.7328 0.7262 0.5767 -0.21
C -8.384 0.197 -1.653 -0.6284 0.0350 -0.7513 -0.09
H -1.387 1.853 8.432 0.0262 -0.2056 -0.1484 0.09
N -7.000 -1.035 -0.194 -0.3928 0.4075 0.1295 0.04
H -2.134 -1.843 -10.450 -0.1936 0.3143 -0.0320 0.11
C -4.297 4.325 4.209 0.4249 1.2221 -2.2842 -0.09
C 6.462 5.140 -4.812 0.2755 -1.9923 1.4380 -0.14
C -2.374 -2.464 -9.599 3.0050 2.3244 0.3429 -0.10
H -5.627 6.386 6.505 0.0667 0.0952 0.0717 0.10
C 8.433 5.093 -3.627 -0.6194 0.4227 0.2888 -0.15
C -3.081 -3.571 -9.778 -1.0275 -3.1632 -0.6649 -0.12
C 8.494 3.734 -3.584 -0.9049 -0.7246 -0.0842 -0.10
C 3.749 -6.795 -4.130 1.1982 -1.5916 1.5612 -0.11
H -4.556 3.361 3.795 0.7509 -0.2703 -0.1663 0.10
C -0.906 -4.451 5.340 -1.4095 -0.0399 0.2392 -0.01